No. 1
{"formula": "C10H16O", "method": "ωB97M-V/def2-TZVPD", "symbols": ["C", "C", "C", "H", "H", "H", "H", "H", "H", "H", "H", "C", "C", "C", "C", "C", "C", "C", "O", "H", "H", "H", "H", "H", "H", "H", "H"], "xyz": [[1.2584, 0.8993, -1.6089], [2.3041, 0.6788, -2.6963], [0.0727, 1.7250, -2.0863], [0.8786, -0.0821, -1.3193], [1.7240, 1.3397, -0.7349], [2.4832, 1.5691, -3.3016], [-0.5401, 1.9656, -1.2202], [0.3069, 2.6815, -2.5454], [2.0525, -0.1471, -3.3807], [3.2798, 0.3382, -2.3384], [-0.5911, 1.1808, -2.7490], [0.2726, -2.7826, 2.3699], [-1.5861, 0.7435, 0.9294], [-0.7458, 0.8451, 2.0271], [-1.8024, -0.4080, 0.2263], [-0.2247, -0.3346, 2.5282], [-1.2109, -1.5636, 0.7234], [-0.3977, -1.5370, 1.8537], [-2.1620, 1.9448, 0.5452], [-0.4865, 1.8396, 2.3498], [-2.8470, 1.7875, -0.1369], [-2.4642, -0.4635, -0.6204], [0.5055, -0.3087, 3.3348], [-1.4495, -2.5446, 0.3137], [-0.1964, -3.7004, 2.0297], [0.2515, -2.8459, 3.4500], [1.3146, -2.8208, 2.0572]], "mulliken_charge": [0.151, -1.289, -0.954, 0.023, 0.304, 0.310, 0.171, 0.399, 0.312, 0.359, 0.277, -1.481, 0.686, -0.663, -0.445, -0.404, -0.648, 0.672, -0.581, 0.421, 0.347, 0.356, 0.336, 0.296, 0.365, 0.393, 0.287], "total_charge": 0, "smiles": "Cc1ccc(O)cc1.CCC", "lumo_energy_ev": 0.9, "homo_lumo_gap_ev": 9.3, "multiplicity": 1}

***

No. 2
{"formula": "C10H16O", "method": "ωB97M-V/def2-TZVPD", "symbols": ["C", "C", "C", "C", "C", "C", "C", "O", "H", "H", "H", "H", "H", "H", "H", "H", "C", "C", "C", "H", "H", "H", "H", "H", "H", "H", "H"], "xyz": [[0.3617, -0.3134, 3.1636], [1.2981, 0.8210, 1.0990], [0.2814, 0.6833, 2.0812], [1.1761, 1.6773, 0.0557], [-0.8501, 1.5598, 2.0289], [0.0124, 2.5058, 0.0168], [-1.0110, 2.4132, 0.9838], [-0.2197, 3.2708, -1.0436], [2.1001, 0.0854, 1.0881], [1.9495, 1.7156, -0.7036], [-0.6240, -0.5008, 3.5945], [1.1333, -0.1020, 3.9091], [-1.6315, 1.5002, 2.7746], [-1.8566, 3.0809, 0.9337], [0.3994, 4.0056, -1.1665], [0.6691, -1.2949, 2.7842], [-0.4825, -2.2464, -2.4415], [-1.4586, -1.5592, -1.4963], [1.0088, -2.0019, -2.0610], [-0.6403, -3.3221, -2.4690], [-0.6159, -1.8688, -3.4506], [-2.4826, -1.7183, -1.8330], [1.0963, -1.6806, -1.0227], [1.5553, -2.9347, -2.1547], [1.4170, -1.2806, -2.7590], [-1.3605, -1.9970, -0.4993], [-1.2250, -0.4984, -1.4123]], "lowdin_spin": [0.056, 0.060, 0.263, 0.077, 0.065, 0.230, 0.073, 0.128, -0.001, 0.000, 0.001, 0.023, 0.000, 0.000, 0.010, 0.014, 0.000, 0.000, 0.000, 0.000, 0.000, 0.000, 0.000, 0.000, 0.000, 0.000, 0.000], "total_charge": 1, "lumo_energy_ev": [-4.0, -7.8], "homo_lumo_gap_ev": [10.0, 6.3], "multiplicity": 2}

***

No. 3
{"formula": "C10H16OS", "method": "ωB97M-V/def2-TZVPD", "symbols": ["C", "C", "C", "C", "C", "C", "C", "C", "O", "H", "H", "H", "H", "H", "H", "H", "H", "H", "H", "C", "C", "S", "H", "H", "H", "H", "H", "H"], "xyz": [[0.3250, -2.9640, -1.7777], [0.1481, -2.4210, -3.1863], [1.0170, -2.0299, -0.8112], [2.3839, -2.2209, -0.5783], [0.3360, -0.9727, -0.2432], [3.0628, -1.3180, 0.2205], [0.9822, -0.1737, 0.7008], [2.3235, -0.3728, 0.9409], [2.9793, 0.3169, 1.9543], [-0.6715, -3.2347, -1.4144], [0.8086, -3.9385, -1.7595], [0.9293, -1.7093, -3.4807], [2.9028, -3.0018, -1.1164], [-0.6525, -0.7275, -0.6030], [4.1163, -1.1954, 0.1392], [0.5128, 0.6490, 1.2254], [3.6475, 0.8684, 1.5801], [-0.7208, -1.7661, -3.2549], [0.1091, -3.1415, -4.0009], [-1.7113, 4.2237, 1.3450], [-3.7349, 2.3156, 2.0974], [-2.0142, 2.4557, 1.5754], [-0.7332, 4.4435, 1.7753], [-1.6511, 4.4576, 0.2853], [-2.4163, 4.8702, 1.8628], [-4.0867, 1.3584, 1.7170], [-4.4049, 3.0288, 1.6305], [-3.7868, 2.2000, 3.1767]], "mulliken_charge": [-0.893, -1.123, 0.581, -0.727, -0.443, -0.297, -0.384, 0.250, -0.535, 0.370, 0.414, 0.334, 0.341, 0.402, 0.340, 0.368, 0.313, 0.319, 0.342, -0.865, -0.916, 0.041, 0.283, 0.268, 0.322, 0.290, 0.317, 0.285], "total_charge": 0, "smiles": "CCc1ccc(O)cc1.CSC", "lumo_energy_ev": 0.9, "homo_lumo_gap_ev": 9.4, "multiplicity": 1}

***

No. 4
{"formula": "C10H16SSi", "method": "ωB97M-V/def2-TZVPD", "symbols": ["C", "C", "C", "C", "C", "C", "C", "C", "C", "C", "Si", "S", "H", "H", "H", "H", "H", "H", "H", "H", "H", "H", "H", "H", "H", "H", "H", "H"], "xyz": [[2.6627, -1.5918, -1.2870], [-0.6442, -2.6471, -0.5484], [-4.1538, 0.4861, -0.4183], [2.7613, -0.2676, -1.1186], [-0.9530, -1.6165, 0.2686], [-3.0096, 0.3049, -0.9841], [0.8684, 1.6723, 1.7663], [1.5119, 0.4449, 0.9765], [-0.6544, 1.9692, 1.4851], [1.7508, 0.7683, -0.5278], [-1.1809, 0.2390, -0.2843], [0.2528, 0.7882, -1.7276], [3.4503, -2.0421, -1.7408], [1.8177, -2.2502, -1.0783], [-0.1623, -3.6183, -0.1061], [-0.4663, -2.4244, -1.6070], [-5.0560, 0.3811, -1.0826], [-4.3423, 0.7860, 0.5828], [3.6174, 0.3075, -1.5622], [-1.0944, -1.8299, 1.3175], [-2.9645, 0.0414, -2.0463], [1.0039, 1.4603, 2.8464], [1.3572, 2.5476, 1.4588], [2.4496, 0.2802, 1.3703], [0.9251, -0.4083, 1.1060], [-1.2201, 1.5112, 2.3363], [-0.7983, 2.9382, 1.2674], [2.2710, 1.7695, -0.6627]], "mulliken_charge": [-0.770, -0.808, -0.543, -0.254, -0.199, -0.359, -0.588, -1.154, -1.083, 0.260, 0.537, -0.288, 0.364, 0.074, 0.259, 0.335, 0.203, 0.287, 0.244, 0.429, 0.207, 0.347, 0.339, 0.688, 0.250, 0.299, 0.496, 0.431], "total_charge": 0, "lumo_energy_ev": 0.8, "homo_lumo_gap_ev": 8.9, "multiplicity": 1}

***

No. 5
{"formula": "C10H16Si", "method": "ωB97M-V/def2-TZVPD", "symbols": ["C", "C", "C", "C", "C", "C", "C", "C", "C", "C", "Si", "H", "H", "H", "H", "H", "H", "H", "H", "H", "H", "H", "H", "H", "H", "H", "H"], "xyz": [[1.6745, 1.7456, -0.9398], [2.1240, 0.4830, -0.5527], [1.1517, -0.2799, 0.1318], [-0.2272, 0.0748, 0.2387], [-0.9538, 1.1949, 0.5111], [3.5062, -0.0785, -0.7467], [1.4875, -1.4817, 0.9277], [-0.8280, 2.4421, 1.3746], [-3.0253, -1.4423, 0.9125], [-2.3006, -0.3973, -2.1212], [-2.0509, -0.1844, -0.1490], [2.5799, 2.4306, -1.3071], [3.4258, -0.9488, -1.4345], [3.9154, -0.5355, 0.0900], [4.2476, 0.7359, -1.1240], [2.4823, -1.9093, 0.7236], [0.7071, -2.2345, 0.7226], [1.3141, -1.3810, 2.0265], [0.2752, 2.7191, 1.4330], [-1.2363, 2.1239, 2.3625], [-1.3947, 3.2510, 0.9337], [-3.7161, -1.1055, 1.6966], [-3.7131, -2.0135, 0.1941], [-2.2628, -2.1045, 1.3166], [-2.9149, -1.2024, -2.2502], [-2.8433, 0.5442, -2.3400], [-1.4242, -0.4459, -2.6306]], "mulliken_charge": [-1.112, 0.948, 1.016, 0.063, -0.247, -1.392, -1.291, -0.999, -1.029, -1.118, 0.165, 0.145, 0.330, 0.403, 0.301, 0.377, 0.316, 0.310, 0.262, 0.306, 0.311, 0.335, 0.248, 0.340, 0.344, 0.313, 0.355], "total_charge": 0, "lumo_energy_ev": [-0.3, -0.3], "homo_lumo_gap_ev": [6.9, 6.9], "multiplicity": 1}

***

No. 6
{"formula": "C10H17AlF6N6O4S4", "method": "ωB97M-V/def2-TZVPD", "symbols": ["Al", "C", "C", "S", "C", "C", "S", "H", "H", "H", "H", "H", "H", "C", "N", "C", "C", "N", "N", "C", "N", "N", "H", "H", "H", "H", "H", "H", "H", "H", "H", "H", "H", "F", "C", "F", "F", "S", "O", "O", "N", "S", "O", "O", "C", "F", "F", "F"], "xyz": [[-0.1147, 0.6135, 0.6536], [1.8253, 1.2379, 4.7066], [0.9931, 1.3673, 3.4522], [1.7291, 0.6997, 1.9967], [-0.2069, 1.9650, 3.4401], [-0.8452, 2.5621, 4.6608], [-1.1613, 2.1492, 1.9674], [2.7376, 0.6814, 4.5043], [1.2855, 0.7065, 5.4927], [2.1126, 2.2151, 5.1017], [-0.2008, 2.4941, 5.5348], [-1.7872, 2.0591, 4.8913], [-1.0812, 3.6160, 4.4951], [3.2266, -0.9284, -2.2634], [2.2837, 0.0315, -2.8278], [2.7991, 0.8765, -3.8992], [1.2912, 0.4741, -2.0101], [1.1978, 0.1889, -0.7593], [0.3261, 1.2486, -2.6265], [-0.8130, 1.7519, -2.0378], [-1.5938, 2.4683, -2.8947], [-1.1119, 1.5136, -0.8161], [3.7858, -1.3751, -3.0813], [2.6792, -1.7238, -1.7603], [3.9332, -0.4602, -1.5698], [3.5039, 0.2878, -4.4800], [3.3138, 1.7612, -3.5144], [2.0213, 1.1935, -4.5925], [2.0062, -0.3030, -0.3988], [0.3305, 1.2404, -3.6315], [-1.1588, 2.9214, -3.6804], [-2.3838, 2.9535, -2.5041], [-1.9696, 1.9573, -0.5073], [-3.6553, -1.4235, 2.6188], [-3.2472, -1.9747, 1.4844], [-3.5196, -1.1455, 0.4762], [-3.9024, -3.1150, 1.2907], [-1.4291, -2.3064, 1.5833], [-0.8541, -0.9533, 1.5585], [-1.2460, -3.0308, 2.7890], [-1.0699, -3.1724, 0.3415], [-0.7586, -2.5633, -1.0767], [0.5375, -2.9306, -1.5602], [-1.1634, -1.1841, -1.1849], [-1.9451, -3.4961, -2.1356], [-1.6600, -4.7923, -2.1265], [-3.1929, -3.3181, -1.7132], [-1.8470, -3.0389, -3.3875]], "mulliken_charge": [-0.003, -1.660, 0.652, -0.607, 0.511, -1.382, -0.509, 0.392, 0.340, 0.358, 0.387, 0.269, 0.291, -1.067, 0.172, -1.040, 0.256, 0.021, -0.070, 0.468, -0.484, -0.031, 0.293, 0.336, 0.390, 0.377, 0.308, 0.325, 0.371, 0.234, 0.207, 0.231, 0.324, -0.217, 0.670, -0.189, -0.231, 1.149, -0.397, -0.631, -0.617, 1.229, -0.754, -0.547, 0.510, -0.211, -0.211, -0.214], "total_charge": 0, "lumo_energy_ev": -0.4, "homo_lumo_gap_ev": 6.2, "multiplicity": 1}

***

In order of appearance, energy above the lowest of the compared OMol25 structures with the same formula, charge and spin = 0.919 0.693 0.949 5.067 7.033 0.694 eV.